(1)
{"formula": "C5H12O2", "method": "ωB97M-V with the def2-TZVPD basis set", "species": ["C", "C", "O", "H", "H", "H", "H", "H", "H", "C", "C", "C", "O", "H", "H", "H", "H", "H", "H"], "xyz": [[-1.533, -1.524, 0.502], [-0.309, -0.725, 1.742], [-1.025, -1.826, -0.686], [-0.398, -1.041, -0.960], [-1.776, -2.407, 1.089], [-2.319, -0.762, 0.509], [-0.012, -1.570, 2.361], [0.514, -0.023, 1.942], [-1.142, -0.213, 2.223], [1.190, -0.183, -0.673], [0.309, 2.062, -1.484], [1.073, 1.266, -0.439], [1.426, 1.788, 0.610], [-0.111, 2.960, -1.034], [0.999, 2.348, -2.282], [1.219, -0.437, -1.735], [2.070, -0.608, -0.193], [0.311, -0.578, 0.451], [-0.487, 1.474, -1.944]], "atomic_forces_ev_per_a": [[1.1, 0.9, 1.1], [-1.4, -0.9, 0.7], [0.7, 0.9, -1.1], [-0.8, -1.5, 0.4], [0.0, 0.1, 0.0], [0.1, 0.0, 0.0], [-0.2, -0.2, -0.1], [0.1, 0.4, -0.9], [0.0, 0.0, 0.2], [-0.2, -0.1, 1.3], [0.1, 0.1, 0.0], [-0.4, 0.1, 0.4], [0.0, -0.1, -0.4], [0.1, 0.0, 0.0], [0.0, 0.0, 0.0], [-0.5, -0.2, 0.1], [0.1, 0.1, 0.0], [1.0, 0.6, -1.9], [0.0, 0.0, 0.0]], "nbo_charge": [0.102, -0.899, -0.716, 0.500, 0.187, 0.156, 0.230, 0.302, 0.239, -0.850, -0.717, 0.564, -0.597, 0.234, 0.235, 0.231, 0.247, 0.337, 0.214], "energy_ev": -9470.2670, "max_force_ev_per_a": 2.262, "relative_energy_kcal_mol": 112.27, "orbital_gap_ha": 0.361}

=====

(2)
{"formula": "C34H54N2O2ReS4Sb", "method": "ωB97M-V with the def2-TZVPD basis set", "species": ["Re", "C", "N", "C", "C", "C", "N", "C", "C", "C", "C", "C", "C", "C", "O", "C", "C", "C", "C", "C", "C", "C", "C", "C", "C", "C", "C", "C", "C", "C", "O", "C", "C", "C", "C", "C", "C", "C", "C", "H", "H", "H", "H", "H", "H", "H", "H", "H", "H", "H", "H", "H", "H", "H", "H", "H", "H", "H", "H", "H", "H", "H", "H", "H", "H", "H", "H", "H", "H", "H", "H", "H", "H", "H", "H", "H", "H", "H", "H", "H", "H", "H", "H", "H", "H", "H", "H", "H", "H", "H", "H", "H", "H", "S", "Sb", "S", "S", "S"], "xyz": [[0.859, 1.130, -0.248], [2.098, 0.555, -2.952], [0.890, 1.296, -2.517], [0.928, 2.645, -3.112], [-0.363, 0.649, -2.974], [-0.538, -0.776, -2.473], [-0.147, -0.941, -1.050], [0.623, -2.211, -0.887], [1.786, -2.326, 0.078], [2.268, -3.608, 0.290], [3.368, -3.845, 1.102], [3.837, -2.771, 1.868], [3.386, -1.477, 1.717], [2.438, -1.253, 0.685], [2.104, 0.000, 0.280], [3.800, -0.350, 2.668], [2.522, 0.247, 3.294], [4.607, 0.733, 1.934], [4.665, -0.888, 3.810], [4.058, -5.197, 1.185], [3.891, -5.777, 2.598], [3.489, -6.193, 0.172], [5.552, -4.990, 0.882], [-1.345, -0.994, -0.154], [-2.417, 0.038, -0.388], [-3.726, -0.356, -0.573], [-4.757, 0.575, -0.682], [-4.437, 1.927, -0.522], [-3.150, 2.391, -0.318], [-2.123, 1.412, -0.321], [-0.820, 1.757, -0.278], [-2.863, 3.874, -0.052], [-1.932, 4.471, -1.124], [-2.211, 4.023, 1.337], [-4.158, 4.686, -0.051], [-6.201, 0.173, -0.929], [-6.362, -1.334, -1.138], [-7.045, 0.595, 0.289], [-6.720, 0.897, -2.183], [2.089, 0.425, -4.037], [2.155, -0.426, -2.482], [2.985, 1.124, -2.678], [0.937, 2.558, -4.201], [1.827, 3.165, -2.804], [0.060, 3.226, -2.811], [-0.365, 0.625, -4.068], [-1.198, 1.274, -2.661], [0.064, -1.436, -3.091], [-1.580, -1.066, -2.625], [1.018, -2.497, -1.861], [-0.087, -2.998, -0.615], [1.769, -4.433, -0.204], [4.592, -2.971, 2.615], [1.915, 0.797, 2.568], [2.792, 0.949, 4.083], [1.908, -0.540, 3.735], [4.030, 1.224, 1.156], [5.497, 0.297, 1.477], [4.923, 1.500, 2.642], [4.151, -1.674, 4.365], [4.882, -0.077, 4.505], [5.616, -1.273, 3.440], [2.836, -5.924, 2.833], [4.324, -5.125, 3.358], [4.394, -6.742, 2.660], [2.456, -6.457, 0.406], [4.075, -7.111, 0.195], [3.534, -5.797, -0.845], [6.040, -4.378, 1.641], [5.689, -4.510, -0.089], [6.059, -5.955, 0.858], [-0.974, -0.907, 0.876], [-1.813, -1.979, -0.242], [-3.956, -1.412, -0.622], [-5.239, 2.649, -0.548], [-0.917, 4.098, -1.020], [-1.884, 5.554, -1.004], [-2.308, 4.255, -2.128], [-1.242, 3.532, 1.392], [-2.857, 3.609, 2.114], [-2.052, 5.081, 1.552], [-4.641, 4.675, -1.030], [-3.925, 5.722, 0.194], [-4.861, 4.320, 0.699], [-6.087, -1.896, -0.243], [-5.767, -1.686, -1.983], [-7.405, -1.558, -1.357], [-6.682, 0.115, 1.199], [-8.082, 0.297, 0.132], [-7.025, 1.675, 0.439], [-6.123, 0.636, -3.059], [-6.707, 1.980, -2.065], [-7.750, 0.596, -2.373], [1.117, 6.733, 0.828], [3.265, 7.155, 1.208], [1.707, 3.045, 0.744], [2.697, 4.158, -0.678], [4.271, 4.989, 0.248]], "atomic_forces_ev_per_a": [[0.1, 1.8, -1.9], [0.3, -0.2, -0.1], [0.2, -0.2, 1.6], [0.0, 0.5, -0.1], [-0.4, -0.3, 0.0], [0.1, 0.1, -0.2], [0.2, 0.8, 0.5], [0.2, -0.3, -0.1], [0.0, 0.7, 0.1], [0.1, -0.2, 0.1], [-0.1, 0.1, -0.1], [0.0, -0.1, -0.1], [-0.2, 0.6, -0.3], [0.1, -1.7, 0.5], [0.8, -0.2, 0.4], [0.0, 0.1, 0.0], [0.1, -0.1, -0.1], [0.0, -0.1, 0.1], [-0.1, 0.0, 0.0], [0.0, -0.1, 0.1], [0.0, 0.0, -0.1], [0.0, 0.1, 0.1], [-0.1, 0.0, 0.0], [-0.2, -0.1, 0.1], [0.5, 0.5, 0.0], [-0.3, -0.1, 0.0], [0.1, 0.0, 0.0], [0.0, -0.2, 0.0], [0.8, 0.1, 0.0], [-1.6, -0.5, -0.1], [-0.5, 0.3, 0.5], [0.1, 0.1, 0.0], [-0.2, -0.1, 0.1], [-0.1, 0.0, -0.1], [0.0, 0.0, 0.0], [-0.2, 0.0, 0.0], [0.1, 0.1, 0.0], [0.1, -0.1, -0.1], [0.1, -0.1, 0.1], [-0.1, 0.1, 0.0], [-0.1, 0.0, 0.0], [0.0, 0.0, 0.0], [0.0, -0.1, 0.0], [0.1, 0.0, 0.0], [-0.1, -0.1, 0.1], [0.1, 0.1, 0.0], [0.1, 0.1, 0.0], [0.0, -0.1, 0.1], [0.0, 0.0, 0.0], [-0.1, 0.1, -0.1], [0.0, 0.0, -0.1], [0.1, 0.0, -0.1], [0.0, 0.0, 0.0], [0.1, 0.0, 0.1], [0.0, 0.0, 0.0], [0.0, 0.0, 0.0], [-0.1, 0.1, -0.1], [0.0, 0.0, 0.0], [0.0, 0.0, 0.0], [0.0, 0.0, 0.0], [0.0, 0.0, 0.0], [0.0, 0.0, 0.1], [0.0, 0.0, 0.0], [0.0, 0.0, 0.0], [0.0, 0.0, 0.0], [0.0, 0.0, 0.0], [0.0, 0.0, 0.0], [0.0, 0.0, 0.0], [0.0, 0.0, 0.0], [0.0, 0.0, 0.0], [0.0, 0.0, 0.0], [0.0, -0.1, 0.0], [0.0, 0.0, 0.0], [0.1, 0.0, 0.0], [0.0, -0.1, 0.0], [0.2, -0.1, 0.0], [0.0, 0.0, 0.0], [0.0, 0.0, 0.0], [0.1, -0.1, 0.0], [0.0, 0.0, 0.0], [0.0, 0.0, 0.0], [0.0, 0.0, 0.0], [0.0, 0.0, 0.0], [0.0, 0.0, 0.0], [0.0, 0.0, 0.0], [0.0, 0.0, 0.0], [0.0, 0.0, 0.0], [0.0, 0.0, 0.0], [0.0, 0.0, 0.0], [0.0, 0.0, 0.0], [0.0, 0.0, 0.0], [0.0, 0.0, 0.0], [0.0, 0.0, 0.0], [0.9, 0.2, 0.2], [-0.8, -0.6, -0.4], [-0.4, -1.2, -0.5], [0.0, 0.1, -0.4], [0.0, 0.4, 0.4]], "mulliken_charge": [1.057, -0.970, -0.048, -1.222, -0.883, -1.021, 0.987, -2.188, 0.257, -0.149, -0.711, -0.206, -0.871, 0.710, -0.242, 2.047, -1.268, -1.441, -2.341, 1.829, -1.588, -2.082, -1.574, -1.274, -0.312, -0.111, -0.637, -0.075, -0.658, 0.565, 0.653, 2.118, -0.931, -1.381, -2.309, 1.818, -2.117, -1.558, -1.548, 0.410, 0.335, 0.335, 0.473, 0.398, 0.179, 0.763, 0.184, 0.682, 0.447, 0.622, 0.501, 0.669, 0.606, -0.034, 0.451, 0.323, 0.117, 0.329, 0.453, 0.458, 0.454, 0.431, 0.359, 0.324, 0.470, 0.368, 0.427, 0.460, 0.342, 0.364, 0.461, 0.242, 0.547, 0.645, 0.647, -0.153, 0.543, 0.275, 0.100, 0.373, 0.411, 0.413, 0.465, 0.446, 0.397, 0.437, 0.430, 0.361, 0.472, 0.333, 0.365, 0.315, 0.471, -0.350, 0.722, -0.090, -0.013, -0.292], "energy_ev": -95205.3293, "max_force_ev_per_a": 2.597, "relative_energy_kcal_mol": 13.71, "orbital_gap_ha": 0.199, "total_charge": 2}

=====

(3)
{"formula": "CH3Cl2OPS", "method": "ωB97M-V with the def2-TZVPD basis set", "species": ["C", "O", "P", "S", "Cl", "Cl", "H", "H", "H"], "xyz": [[-1.142, 0.601, -0.187], [2.831, -1.198, 0.235], [-0.026, -1.044, -0.385], [1.778, -0.275, 0.574], [-2.838, 0.249, -0.636], [1.813, 1.447, -0.712], [-0.558, 1.210, -0.895], [-1.284, 1.059, 0.876], [-0.574, -2.048, 1.131]], "atomic_forces_ev_per_a": [[0.5, -0.8, 1.8], [0.6, -0.6, -0.4], [-2.3, -0.7, 2.6], [-0.6, 1.0, 0.7], [0.5, 0.0, -0.4], [0.4, -0.3, 0.1], [-1.1, 0.3, 0.3], [1.0, -0.8, -2.0], [1.1, 2.0, -2.7]], "nbo_charge": [-0.683, -0.877, 0.360, 1.030, -0.034, -0.299, 0.247, 0.251, 0.005], "energy_ev": -48299.3909, "max_force_ev_per_a": 3.567, "relative_energy_kcal_mol": 121.34, "orbital_gap_ha": 0.337}